# 1
Formula: C7H10NO5
Source: OMol25
Level of theory: ωB97M-V/def2-TZVPD

Calculated values
total charge	-1
energy	-19146.3341	eV
energy above the lowest of the compared OMol25 structures with the same formula, charge and spin	177.3	kJ/mol

Positions of all 23 atoms, in Å:
C  1.057  -0.582  0.233
C  3.715  0.892  -0.144
C  1.821  -1.872  0.362
C  -1.724  0.951  -1.381
C  -2.063  1.283  1.092
C  -1.015  1.063  -0.087
C  -0.268  -0.556  0.067
N  -1.169  -1.548  0.086
O  3.671  1.284  -1.246
O  1.697  0.549  0.332
O  4.171  0.514  0.849
O  -0.848  -2.759  0.064
O  -2.407  -1.255  0.176
H  2.713  -1.682  -0.145
H  1.971  -2.207  1.334
H  1.164  -2.616  0.026
H  -2.385  0.077  -1.478
H  -2.318  1.844  -1.801
H  -0.985  0.657  -2.086
H  -1.858  0.669  1.967
H  -2.985  1.204  0.647
H  -1.739  2.302  1.200
H  -0.215  1.789  -0.070

Cartesian forces (eV/Å) of the 3 atoms listed first:
3.53 1.56 1.29
0.28 -0.18 -1.11
-1.42 1.32 -0.63

# 2
Formula: C4H4N2O2
Source: OMol25
Level of theory: ωB97M-V/def2-TZVPD

Calculated values
total charge	0
energy	-11284.0078	eV
energy above the lowest of the compared OMol25 structures with the same formula, charge and spin	437.3	kJ/mol

Positions of all 12 atoms, in Å:
C  -1.137  -0.504  0.086
C  0.521  -0.084  -1.241
C  0.969  0.038  0.131
C  2.085  0.900  0.390
H  -2.872  -0.067  1.496
H  -3.027  -1.253  -0.166
H  1.267  0.181  -2.109
H  2.936  0.633  -0.229
N  -2.294  -0.756  0.501
N  -0.760  -0.606  -1.209
O  2.324  1.734  1.377
O  -0.011  -0.217  0.973

Cartesian forces (eV/Å) of the 3 atoms listed first:
6.67 0.61 -2.77
2.27 -1.01 2.50
0.54 1.56 -4.19

# 3
Formula: C35H64BrF8N2O6
Source: OMol25
Level of theory: ωB97M-V/def2-TZVPD

Calculated values
total charge	+1
energy	-144370.6644	eV

Positions of all 116 atoms, in Å:
N  -1.220  0.274  3.571
C  0.103  0.468  2.984
C  0.871  -0.754  2.390
N  1.752  -0.421  1.496
C  1.731  1.080  1.403
C  2.514  1.774  0.240
C  2.815  3.297  0.450
O  3.474  3.722  -0.759
C  3.843  3.595  1.610
F  4.977  2.858  1.451
F  3.309  3.504  2.863
F  4.239  4.913  1.472
C  0.244  1.464  1.730
Br  0.102  3.231  2.648
C  -0.873  1.245  0.633
F  -1.486  0.000  0.742
F  -0.370  1.314  -0.666
C  -2.038  2.292  0.688
C  -1.985  3.581  0.023
C  -3.081  4.514  0.108
C  -4.279  4.171  0.853
C  -4.366  2.870  1.488
C  -5.653  2.488  2.248
F  -6.143  1.260  1.927
F  -6.636  3.427  2.163
F  -5.311  2.430  3.599
C  -3.246  1.940  1.413
H  -1.145  -0.253  4.442
H  -1.599  1.202  3.797
H  0.735  0.990  3.768
H  0.657  -1.809  2.674
H  2.348  -1.065  0.966
H  2.268  1.357  2.347
H  3.520  1.265  0.180
H  2.055  1.662  -0.769
H  1.899  3.941  0.523
H  3.188  4.643  -0.889
H  -1.059  3.824  -0.553
H  -2.939  5.493  -0.407
H  -5.110  4.910  0.898
H  -3.383  0.962  1.929
C  5.338  2.262  -2.730
C  6.039  0.944  -2.444
O  5.183  -0.186  -2.540
C  4.571  -0.408  -3.805
C  5.565  -0.619  -4.932
H  4.497  2.397  -2.049
H  6.030  3.096  -2.604
H  4.947  2.305  -3.748
H  6.415  0.960  -1.418
H  6.913  0.816  -3.090
H  3.878  0.408  -4.038
H  3.963  -1.308  -3.700
H  6.199  0.256  -5.088
H  5.040  -0.823  -5.867
H  6.222  -1.463  -4.709
C  -10.394  0.401  5.319
C  -10.331  1.407  6.456
O  -9.211  1.232  7.310
C  -7.935  1.345  6.703
C  -7.683  2.698  6.060
H  -10.410  -0.619  5.712
H  -11.293  0.561  4.720
H  -9.533  0.481  4.653
H  -11.216  1.286  7.082
H  -10.360  2.432  6.074
H  -7.786  0.534  5.981
H  -7.203  1.189  7.498
H  -8.387  2.905  5.251
H  -6.675  2.740  5.646
H  -7.791  3.497  6.798
C  -5.263  5.562  7.857
C  -4.526  4.431  7.160
O  -3.116  4.484  7.324
C  -2.636  4.414  8.658
C  -3.031  3.139  9.382
H  -4.905  6.530  7.496
H  -6.335  5.490  7.667
H  -5.114  5.542  8.938
H  -4.716  4.497  6.087
H  -4.908  3.456  7.482
H  -2.952  5.299  9.220
H  -1.547  4.463  8.594
H  -4.113  3.042  9.480
H  -2.601  3.125  10.386
H  -2.672  2.263  8.836
C  0.567  -3.137  -6.690
C  1.978  -2.580  -6.606
O  2.682  -2.986  -5.442
C  2.872  -4.384  -5.276
C  3.654  -5.031  -6.406
H  -0.013  -2.843  -5.812
H  0.064  -2.763  -7.584
H  0.560  -4.227  -6.737
H  1.925  -1.490  -6.569
H  2.552  -2.832  -7.503
H  1.907  -4.882  -5.129
H  3.429  -4.509  -4.344
H  3.139  -4.941  -7.363
H  3.803  -6.093  -6.205
H  4.631  -4.556  -6.514
C  7.681  -8.243  -7.147
C  6.162  -8.262  -7.160
O  5.592  -7.491  -8.205
C  5.934  -7.873  -9.529
C  5.529  -9.295  -9.876
H  8.049  -7.217  -7.065
H  8.061  -8.821  -6.302
H  8.103  -8.670  -8.058
H  5.796  -7.832  -6.225
H  5.783  -9.289  -7.197
H  7.004  -7.716  -9.703
H  5.409  -7.183  -10.192
H  6.031  -10.030  -9.245
H  5.781  -9.517  -10.915
H  4.453  -9.428  -9.741

Cartesian forces (eV/Å) of the 3 atoms listed first:
0.42 -0.15 -0.53
0.52 0.22 -0.35
-0.67 -0.35 0.24

# 4
Formula: C4H8NO2
Source: OMol25
Level of theory: ωB97M-V/def2-TZVPD

Calculated values
SMILES string	C/C=C/[C@@H]([O-])NO
total charge	-1
energy	-9860.0654	eV
energy above the lowest of the compared OMol25 structures with the same formula, charge and spin	455.5	kJ/mol

Positions of all 15 atoms, in Å:
C  -0.038  0.423  -1.229
C  -0.381  0.018  -0.012
C  -0.945  0.337  -2.483
C  0.603  0.280  1.138
N  0.921  -1.240  1.466
O  0.160  -1.542  2.658
O  0.216  0.905  2.236
H  0.944  0.863  -1.332
H  -1.421  -0.235  0.388
H  -0.850  -0.621  -2.945
H  -0.707  1.296  -3.156
H  -2.005  0.600  -2.122
H  1.648  0.760  0.800
H  1.959  -1.202  1.640
H  -0.105  -0.643  2.952

Cartesian forces (eV/Å) of the 3 atoms listed first:
-1.33 -0.49 -0.71
-0.52 2.10 1.15
-0.36 3.88 1.26

# 5
Formula: H14O7
Source: OMol25
Level of theory: ωB97M-V/def2-TZVPD

Calculated values
total charge	0
energy	-14554.5157	eV
energy above the lowest of the compared OMol25 structures with the same formula, charge and spin	670.2	kJ/mol

Positions of all 21 atoms, in Å:
O  -3.087  11.498  26.171
H  -3.666  11.841  25.490
H  -2.553  10.841  25.724
O  -6.856  9.506  27.386
H  -6.649  10.414  27.610
H  -6.084  9.194  26.915
O  -5.128  10.010  23.981
H  -6.065  9.903  23.817
H  -4.780  9.118  23.970
O  -5.100  9.692  26.361
H  -4.995  9.860  25.424
H  -4.682  10.441  26.787
O  -6.161  11.484  28.390
H  -5.238  11.717  28.497
H  -6.614  12.324  28.319
O  -3.556  11.542  24.043
H  -4.386  11.145  23.779
H  -3.018  11.524  23.251
O  -4.626  9.935  29.375
H  -5.047  9.078  29.316
H  -5.047  10.457  28.692

Cartesian forces (eV/Å) of the 3 atoms listed first:
0.42 0.24 3.66
0.65 0.29 0.20
-0.10 0.09 0.04

# 6
Formula: C4H6N2O
Source: OMol25
Level of theory: ωB97M-V/def2-TZVPD

Calculated values
SMILES string	CNC(=O)N1C=C1
total charge	0
energy	-9269.4737	eV
energy above the lowest of the compared OMol25 structures with the same formula, charge and spin	388.7	kJ/mol

Positions of all 13 atoms, in Å:
O  -1.166  -2.165  0.027
C  -0.471  -1.189  -0.180
N  -0.858  -0.192  -1.032
C  -0.312  1.148  -1.074
C  1.288  0.157  1.078
C  0.761  -0.719  1.842
N  0.831  -1.120  0.416
H  -1.802  -0.327  -1.364
H  -0.893  1.741  -1.782
H  0.728  1.135  -1.415
H  1.871  1.026  0.827
H  -0.361  1.646  -0.098
H  0.384  -1.143  2.755

Cartesian forces (eV/Å) of the 3 atoms listed first:
0.17 0.29 -0.06
-0.16 -0.07 -0.01
-0.09 -0.18 0.14

# 7
Formula: C4H5N2OS
Source: OMol25
Level of theory: ωB97M-V/def2-TZVPD

Calculated values
total charge	-1
energy	-20088.5380	eV
energy above the lowest of the compared OMol25 structures with the same formula, charge and spin	457.0	kJ/mol

Positions of all 13 atoms, in Å:
C  -0.872  -1.822  0.449
C  0.076  0.238  -0.205
C  1.364  -1.897  0.151
C  -0.168  1.612  -0.491
N  0.292  -2.339  0.599
N  -0.977  -0.533  0.021
O  0.463  2.687  0.282
S  2.948  -1.715  0.214
H  -1.766  -2.296  0.586
H  0.289  1.840  -1.431
H  -1.170  1.929  -0.486
H  -1.941  -0.150  -0.086
H  1.463  2.446  0.397

Cartesian forces (eV/Å) of the 3 atoms listed first:
-1.84 1.73 -0.11
0.38 -2.19 1.38
-0.64 0.22 0.72